A cluster of 11 separate species, C26H68N2O9S9 in total. Source: the OMol25 dataset; level of theory: ωB97M-V/def2-TZVPD.

```
114
Properties=species:S:1:pos:R:3:lowdin_charge:R:1
S 17.875 12.664 18.137 0.826
S 9.689 14.430 17.519 0.854
S 14.164 14.535 13.399 0.825
S 10.286 15.941 13.909 0.863
S 13.830 18.387 18.085 0.822
S 12.693 10.053 13.573 0.884
S 12.602 18.361 10.299 0.840
S 13.559 14.128 9.354 0.819
S 17.345 9.579 13.823 0.831
O 11.175 14.746 14.124 -0.578
O 14.486 15.984 13.732 -0.576
O 16.688 11.786 17.830 -0.569
O 13.879 12.660 9.510 -0.569
O 16.579 9.944 12.567 -0.592
O 14.153 19.137 16.847 -0.562
O 9.834 15.910 17.221 -0.580
O 13.251 17.144 9.670 -0.596
O 13.852 10.750 14.323 -0.606
N 17.722 15.467 14.828 0.173
N 10.998 10.245 17.326 0.152
C 17.197 14.335 18.146 -0.255
C 13.968 16.641 17.606 -0.265
C 14.263 13.889 15.041 -0.260
C 8.046 14.478 18.348 -0.242
C 13.276 11.466 17.655 -0.197
C 13.063 10.369 11.811 -0.235
C 12.031 18.313 18.159 -0.262
C 12.687 12.989 19.532 -0.093
C 13.292 18.400 11.963 -0.242
C 11.138 17.404 14.641 -0.214
C 16.307 8.283 14.602 -0.248
C 17.491 17.223 11.971 -0.227
C 13.319 14.405 7.572 -0.257
C 11.959 10.877 17.496 -0.221
C 17.531 16.462 14.303 -0.222
C 13.540 19.683 9.383 -0.229
C 13.104 12.887 18.077 -0.288
C 15.657 13.812 12.609 -0.220
C 18.128 12.515 19.956 -0.239
C 11.263 11.241 13.647 -0.238
C 11.759 14.283 9.596 -0.263
C 18.721 16.311 11.614 -0.090
C 17.532 17.680 13.462 -0.149
C 9.098 13.604 15.974 -0.249
C 10.384 16.396 12.177 -0.251
C 17.025 11.023 14.963 -0.225
H 16.479 13.868 13.369 0.033
H 10.789 17.444 15.664 -0.009
H 9.696 17.223 12.079 0.058
H 17.339 11.869 14.342 0.044
H 17.590 10.883 15.866 0.012
H 16.393 14.211 18.838 0.029
H 12.233 17.153 14.607 0.066
H 18.853 15.502 12.337 0.059
H 13.272 20.671 9.831 0.060
H 9.951 13.406 15.374 -0.017
H 15.831 14.363 11.698 0.025
H 14.340 18.613 11.851 0.049
H 16.700 8.089 15.580 0.034
H 16.747 18.368 13.780 0.114
H 15.967 11.018 15.021 -0.007
H 8.512 14.422 15.495 0.047
H 14.171 14.292 6.953 0.038
H 11.467 14.170 10.641 0.027
H 14.966 16.341 17.223 0.049
H 15.118 14.395 15.462 0.028
H 11.666 19.320 18.307 0.050
H 13.420 14.175 15.661 0.025
H 13.117 11.413 11.564 0.026
H 11.423 13.366 9.018 0.076
H 19.645 16.903 11.706 0.074
H 13.920 9.755 11.684 0.029
H 13.176 16.305 16.935 0.038
H 12.974 15.445 7.498 0.048
H 17.488 18.107 11.373 0.086
H 15.426 12.769 12.276 0.061
H 14.157 13.220 18.088 0.096
H 13.429 19.671 8.285 0.061
H 10.077 15.523 11.611 0.046
H 12.478 13.438 17.350 0.086
H 12.251 10.069 11.175 0.048
H 18.618 15.885 10.631 0.064
H 11.670 17.948 17.187 0.016
H 12.807 19.060 12.639 0.048
H 11.679 12.276 13.566 0.049
H 10.721 11.091 14.611 0.030
H 11.639 17.779 18.986 0.044
H 12.611 13.705 7.174 0.045
H 8.035 15.288 19.044 0.034
H 7.759 13.603 18.891 0.037
H 14.380 12.793 15.032 0.032
H 17.957 14.990 18.528 0.052
H 13.876 15.967 18.506 0.057
H 17.069 12.545 20.255 0.045
H 10.911 18.349 14.193 0.048
H 7.274 14.670 17.549 0.072
H 12.825 13.974 19.872 0.047
H 8.454 12.771 16.086 0.047
H 11.327 16.770 11.890 -0.021
H 16.381 7.362 13.989 0.056
H 10.601 10.895 12.854 0.043
H 18.610 11.524 20.133 0.064
H 13.744 10.896 18.471 0.134
H 14.565 19.500 9.601 0.024
H 16.585 16.657 11.688 0.092
H 18.503 18.138 13.615 0.112
H 18.627 13.371 20.380 0.042
H 13.367 12.409 20.126 0.071
H 11.694 12.557 19.701 0.080
H 15.285 8.688 14.573 0.027
H 13.207 17.400 12.344 0.004
H 13.899 11.302 16.806 0.084
H 11.475 15.283 9.240 0.042
H 16.859 14.582 17.144 0.012
```

## Properties
- LUMO level: 0.27 eV
- Molecular weight: 841.4 g mol⁻¹
- HOMO: -7.9272 eV
- Kohn-Sham gap: 8.2 eV